The following is a DFT calculation (ωB97M-V/def2-TZVPD) of a cluster of 9 separate species, C34H102N12O9P4S5 in total in a non-equilibrium geometry.

The HOMO energy comes out at -7.91 eV. Its strongest force on any atom is 3.7 eV/Å. For the molecular weight, the calculation gives 1107.50 g/mol. The energy above the lowest of the compared OMol25 structures with the same formula, charge and spin comes out at 0.0 kcal per mole. As for the frontier orbital gap: 8.1825 eV. The calculation puts the lowest unoccupied orbital energy at 0.0100 Eh.

Structure (XYZ):
```
166
Properties=species:S:1:pos:R:3:forces:R:3
O 0.451 -4.230 4.892 -0.3 -1.8 -1.0
P -0.476 -5.404 4.682 -2.3 1.1 1.2
N -0.865 -5.923 3.078 0.9 0.8 1.0
C -1.342 -7.270 2.805 0.5 -0.2 1.0
C -0.439 -5.124 1.898 -0.2 -1.0 0.7
N -2.057 -4.828 5.197 0.8 -0.7 0.9
C -3.188 -4.853 4.265 0.9 -0.6 -0.1
C -2.150 -3.966 6.440 0.5 -0.4 -1.1
N -0.134 -6.838 5.636 -1.9 2.1 -1.6
C -0.676 -6.900 7.032 0.5 -0.1 -1.4
C 1.143 -7.445 5.385 0.7 -0.3 1.4
H -2.391 -7.372 2.526 -0.1 0.5 -0.7
H -1.334 -7.815 3.748 0.4 -0.2 0.0
H -0.661 -7.757 2.107 -0.2 -0.2 -0.2
H -1.060 -5.400 1.046 -0.4 0.2 0.1
H 0.560 -5.435 1.593 0.3 0.3 0.1
H -0.499 -4.057 2.113 0.1 -0.2 -0.1
H -2.950 -4.284 3.366 -0.5 0.8 0.1
H -3.311 -5.849 3.838 -0.3 -0.2 0.4
H -4.106 -4.567 4.777 0.1 0.2 -0.2
H -1.643 -3.017 6.265 0.1 -0.1 0.2
H -3.154 -3.699 6.769 -0.3 -0.4 -0.6
H -1.718 -4.491 7.292 0.2 0.2 -0.1
H -1.762 -6.977 6.998 0.1 0.4 0.0
H -0.335 -7.823 7.500 0.3 0.1 0.0
H -0.308 -6.024 7.567 -0.2 -0.2 0.5
H 1.788 -6.965 4.649 -0.5 0.1 -0.3
H 1.035 -8.514 5.205 0.1 -0.1 -0.3
H 1.685 -7.338 6.324 0.6 -0.2 0.0
O 2.054 -0.341 0.504 0.2 -0.5 0.4
P 0.812 -0.797 -0.136 -2.0 1.6 -1.3
N 0.871 -2.197 -0.990 1.5 -2.1 -1.2
C 2.156 -2.501 -1.745 -0.8 -0.7 0.2
C -0.200 -3.207 -1.214 0.0 0.6 -0.2
N 0.251 0.376 -1.292 -0.6 0.9 -0.6
C -0.311 1.654 -0.727 0.8 -1.8 0.2
C 0.182 0.292 -2.811 0.6 -0.8 2.5
N -0.492 -0.993 0.905 -1.1 1.1 -1.0
C -1.900 -0.906 0.381 1.0 -0.2 0.0
C -0.310 -1.238 2.327 0.1 -0.9 -0.3
H 2.987 -2.838 -1.125 -0.1 1.0 0.4
H 2.466 -1.759 -2.481 0.0 0.4 0.6
H 2.081 -3.407 -2.346 -0.9 -0.1 -0.2
H -0.979 -3.259 -0.454 0.5 0.3 0.4
H 0.190 -4.215 -1.356 0.5 0.1 0.4
H -0.749 -3.023 -2.137 0.0 0.3 -0.3
H -0.061 1.561 0.330 0.0 0.7 0.1
H 0.137 2.542 -1.174 -0.1 -0.1 0.1
H -1.399 1.695 -0.768 -0.1 0.1 -0.4
H -0.860 0.246 -3.126 0.0 -0.2 -0.2
H 0.680 1.115 -3.324 0.0 0.3 0.4
H 0.781 -0.592 -3.030 -0.6 -0.2 -0.5
H -1.928 -1.355 -0.612 -0.2 -0.2 0.1
H -2.580 -1.399 1.076 0.2 -0.3 -0.1
H -2.343 0.082 0.257 0.6 0.2 0.3
H 0.420 -0.565 2.775 0.0 0.0 0.0
H 0.012 -2.276 2.405 0.5 0.1 0.7
H -1.256 -1.229 2.868 -0.1 0.5 -0.1
O -3.484 4.866 -2.803 0.3 0.6 -1.1
P -3.615 4.942 -4.282 -1.0 -2.1 -1.3
N -5.022 4.043 -4.801 0.6 1.5 -1.8
C -6.224 4.739 -5.242 0.3 -0.4 0.4
C -5.264 2.727 -4.228 0.6 1.6 1.3
N -2.439 3.951 -5.101 -0.8 1.4 -0.4
C -2.311 3.843 -6.641 0.3 0.2 2.1
C -1.213 3.680 -4.341 -0.1 -0.9 -0.4
N -3.718 6.503 -4.983 -1.2 1.1 2.2
C -3.610 6.803 -6.387 0.0 -0.7 -0.7
C -4.679 7.532 -4.376 0.9 -0.6 1.2
H -6.003 5.373 -6.101 -0.3 0.2 0.2
H -6.671 5.270 -4.401 -0.3 0.5 -0.2
H -6.955 3.988 -5.540 0.0 0.1 -0.3
H -6.292 2.399 -4.383 0.3 -0.2 -0.5
H -5.215 3.017 -3.179 0.2 -1.3 0.6
H -4.457 2.057 -4.525 -0.4 -0.4 0.1
H -1.504 4.501 -6.966 -0.2 0.3 -0.2
H -1.984 2.845 -6.931 -0.2 -0.2 0.4
H -3.256 4.035 -7.148 0.1 0.2 0.3
H -0.595 4.526 -4.040 0.0 0.2 -0.4
H -1.393 3.103 -3.434 -0.5 0.2 0.2
H -0.676 2.967 -4.966 0.6 0.3 0.0
H -4.035 7.787 -6.585 0.0 -0.2 0.0
H -2.581 6.822 -6.747 0.0 -0.2 0.0
H -4.199 6.050 -6.911 0.2 0.2 -0.8
H -4.415 8.579 -4.527 0.5 -0.2 -1.1
H -4.608 7.593 -3.290 -0.2 -1.1 0.2
H -5.721 7.404 -4.669 0.1 -0.2 -0.1
O 5.863 4.575 -2.504 0.2 -0.6 2.2
P 4.959 3.716 -1.666 -1.2 -0.1 -0.9
N 5.523 2.117 -1.358 -1.4 1.9 -0.4
C 4.570 1.008 -1.066 1.1 0.1 0.1
C 6.832 2.010 -0.753 -0.9 -0.1 0.5
N 3.707 3.362 -2.689 -1.8 -0.9 -0.9
C 3.981 3.091 -4.111 0.7 0.5 0.8
C 2.303 3.459 -2.305 0.8 0.8 -0.4
N 4.192 4.408 -0.245 0.2 -0.1 -0.5
C 3.278 3.587 0.610 1.7 0.6 0.0
C 4.012 5.885 0.003 0.6 -1.1 -0.9
H 3.586 1.082 -1.528 0.2 0.4 0.0
H 4.438 0.867 0.007 -0.1 0.0 0.1
H 5.023 0.085 -1.429 0.1 -0.1 -0.1
H 7.317 1.151 -1.216 0.5 0.1 0.3
H 6.664 1.879 0.316 0.5 -0.4 0.3
H 7.362 2.957 -0.856 0.2 -0.3 -0.4
H 4.405 4.026 -4.478 0.2 -0.3 -0.7
H 4.688 2.266 -4.197 0.3 0.1 -0.1
H 3.104 2.799 -4.688 -0.2 0.2 0.4
H 2.128 2.717 -1.526 -0.7 0.5 0.0
H 2.133 4.514 -2.092 -0.4 0.0 1.2
H 1.613 3.376 -3.144 0.3 -0.8 -0.3
H 3.349 4.001 1.616 0.0 0.0 0.1
H 2.228 3.638 0.319 0.1 -0.3 -0.2
H 3.721 2.594 0.684 -0.7 -0.1 -0.2
H 4.975 6.335 0.245 -0.1 0.1 0.0
H 3.325 6.030 0.837 0.1 -0.2 -0.1
H 3.599 6.393 -0.869 0.0 0.0 -0.1
C -5.852 -1.161 0.278 -0.3 1.3 -0.4
S -5.376 0.573 0.691 0.6 -0.4 0.1
O -4.164 0.408 1.554 -0.4 0.5 -0.2
C -4.943 1.213 -0.989 -0.5 0.0 0.3
H -5.999 -1.622 1.255 0.1 -0.1 -0.2
H -5.153 -1.686 -0.372 0.1 0.1 0.2
H -6.804 -1.008 -0.229 -0.1 -0.5 0.0
H -3.953 0.947 -1.360 -0.2 -0.6 0.0
H -5.004 2.297 -1.093 0.1 0.1 0.9
H -5.807 0.884 -1.567 0.3 -0.4 -0.5
C 4.647 -2.453 -5.232 0.3 0.8 0.5
S 5.626 -2.214 -3.729 0.5 -0.9 0.1
O 4.702 -2.538 -2.605 0.5 0.0 0.0
C 6.662 -3.774 -3.894 -1.0 0.7 0.0
H 5.025 -3.357 -5.709 -0.5 0.4 -0.5
H 4.773 -1.490 -5.726 0.3 -0.4 -0.8
H 3.599 -2.440 -4.931 0.1 -0.6 0.1
H 7.354 -3.744 -3.054 -0.1 -0.3 -0.1
H 7.138 -3.983 -4.852 0.2 0.6 0.0
H 5.859 -4.507 -3.814 0.2 -0.3 0.5
C 0.416 -0.811 6.153 -0.9 0.9 -0.2
S -1.190 0.101 6.256 -1.0 -1.0 1.3
O -2.101 -0.588 7.268 1.1 0.6 -1.2
C -0.482 1.534 7.109 0.3 -0.5 0.0
H 0.400 -1.514 5.320 -0.1 -0.2 0.3
H 0.593 -1.264 7.128 0.1 0.0 -0.1
H 1.086 0.021 5.938 0.5 -0.4 0.0
H 0.212 1.121 7.841 0.1 0.3 0.0
H -1.222 2.143 7.628 -0.2 -0.2 -0.4
H 0.040 2.067 6.314 0.1 0.3 0.3
C -1.924 2.197 2.797 0.7 0.0 -0.1
S -0.741 3.479 2.320 -2.8 2.4 0.1
O -1.615 4.324 1.364 1.8 -1.2 0.7
C -0.946 4.466 3.903 0.2 -0.7 0.1
H -1.524 1.570 3.594 -0.1 0.0 0.1
H -2.071 1.581 1.909 -0.2 0.1 0.1
H -2.833 2.733 3.069 0.0 -0.3 0.0
H -0.681 3.868 4.775 0.4 -0.1 0.0
H -1.997 4.706 4.067 -0.1 0.0 -0.6
H -0.361 5.386 3.895 0.1 -0.2 -0.3
C 3.442 -5.326 0.413 0.3 -0.3 0.6
S 3.454 -5.209 2.274 0.9 1.2 0.3
O 4.911 -5.254 2.759 -2.2 0.3 -1.1
C 2.824 -3.401 2.271 0.5 -1.4 -1.3
H 3.604 -6.385 0.210 0.1 0.1 -0.1
H 4.251 -4.727 -0.005 0.1 0.0 0.2
H 2.505 -5.021 -0.053 -0.2 0.1 0.4
H 3.357 -3.001 1.409 0.5 0.7 0.6
H 2.898 -2.879 3.225 0.2 -0.3 -0.2
H 1.814 -3.428 1.862 -0.3 -0.2 0.6
```
Forces are in eV/Å.